1.
A molecular structure, C44H61Br2Cl2CsLiMgNNaO10P in a non-equilibrium geometry. Source: the Open Molecules 2025 dataset; level of theory: ωB97M-V with the def2-TZVPD basis set.

Computed properties:
HOMO level   -3.95 eV
Frontier orbital gap   0.035 Ha
Energy   -253596.1757 eV

Geometry as ORCA input:
```
! RIJCOSX wB97M-V def2-TZVPD def2/J DEFGRID3
* xyz 0 1
Cs -2.941 -0.280 -4.505
Br 6.849 -6.333 4.573
Br 4.963 -5.968 7.720
Cl -3.149 -6.350 1.953
Cl 6.090 2.082 -1.673
P 0.614 5.312 6.040
Mg 3.309 0.650 -6.409
Na 1.812 -3.721 4.815
O 2.546 -3.864 1.966
O 3.164 2.340 4.468
O 1.959 4.910 6.644
O 0.711 2.171 0.697
O -0.107 4.067 5.520
O -0.218 5.980 7.132
O 1.943 0.151 2.414
O -5.714 4.165 -6.793
O -2.504 -2.558 3.047
O 0.829 6.290 4.886
N -7.755 4.654 -8.430
C 4.810 -3.327 -0.982
C -1.540 -0.373 3.083
C -0.270 2.596 1.674
C 0.725 2.423 -2.559
C -4.572 0.795 0.294
C -0.350 0.273 2.930
C 2.536 2.360 -4.189
C 3.461 2.839 -3.236
C -1.502 -1.887 3.035
C 3.607 -3.927 1.068
C 1.602 2.929 -1.553
C 5.743 -5.061 0.472
C 0.948 3.269 -0.175
C 2.997 3.159 -1.815
C -6.983 3.763 -6.304
C -0.094 4.098 2.064
C -3.947 -0.226 1.079
C -0.185 -2.660 3.010
C 1.947 -2.430 -1.818
C 3.703 -3.141 -0.112
C -3.154 -1.301 -1.041
C 5.838 -4.271 -0.720
C 3.192 -0.665 -0.444
C -0.276 -4.254 3.203
C -8.196 6.009 -6.434
C -0.269 1.807 3.021
C -0.341 -5.031 1.834
C 1.173 2.126 -3.870
C -0.495 -4.135 0.581
C 2.478 -2.660 2.737
C -4.075 -0.194 2.597
C -2.831 0.407 3.309
C 5.596 -4.952 5.120
C -3.797 -0.253 -1.869
C 0.963 -0.479 2.680
C 2.582 -2.120 -0.426
C -5.023 5.107 -5.958
C 1.036 -2.005 2.809
C -4.501 0.783 -1.122
C 5.757 -4.605 6.577
C -8.090 4.586 -6.965
C 4.638 -4.878 1.341
C -3.254 -1.248 0.370
C 6.846 -6.098 0.709
Li 4.932 4.039 -2.256
H 3.914 -0.605 0.385
H -0.441 4.779 1.265
H 1.776 -2.191 0.323
H -1.123 -4.514 3.856
H 1.705 -3.507 -1.850
H 0.273 -3.350 0.479
H -8.245 6.010 -5.346
H 3.785 -0.531 -1.379
H 1.023 -1.821 -1.893
H 2.844 2.145 -5.242
H 2.851 -2.818 3.816
H -7.880 3.746 -8.890
H 0.620 -5.569 1.718
H -7.355 6.631 -6.744
H 7.193 -6.151 1.752
H 7.699 -5.964 0.021
H -2.622 -2.147 -1.495
H 4.824 -2.726 -1.896
H -0.328 2.264 -2.293
H 0.964 4.300 2.319
H 0.657 2.079 3.572
H -3.956 4.910 -6.042
H -5.018 1.558 -1.705
H 0.439 1.758 -4.598
H 4.526 2.994 -3.621
H -1.295 2.531 1.223
H 2.485 1.954 3.905
H 1.689 3.936 0.310
H -6.752 4.875 -8.512
H 6.795 -4.501 6.878
H 0.015 3.804 -0.438
H -9.052 4.083 -6.873
H -5.206 6.122 -6.316
H 5.830 -4.092 4.493
H 4.626 -5.513 2.240
H -5.316 5.025 -4.911
H 6.417 -7.089 0.450
H -8.296 5.356 -8.939
H -4.379 -1.187 2.968
H -1.223 -5.729 1.867
H 0.692 -4.552 3.705
H -1.521 -3.728 0.469
H -9.105 6.486 -6.805
H -3.731 -0.268 -3.032
H -7.104 2.715 -6.597
H -4.931 0.473 2.834
H -3.062 0.418 4.396
H 4.600 -5.315 4.875
H -0.685 4.366 2.959
H -2.781 -2.076 0.906
H 2.394 0.076 -0.326
H 3.202 -1.940 2.314
H -7.043 3.798 -5.215
H -5.145 1.616 0.738
H 5.221 -3.687 6.815
H -2.763 1.467 3.020
H 3.689 3.564 -0.992
H -0.357 -4.800 -0.299
H 6.653 -4.397 -1.438
H -1.089 2.205 3.641
H 2.638 -2.160 -2.637
*
```

Atom charges from the Mulliken analysis, given in e for atoms 1 to 4: 0.8644, -0.1011, -0.1397, -0.7763

=====

2.
A single C18H18N8O molecule in a non-equilibrium geometry. Source: the Open Molecules 2025 dataset; level of theory: ωB97M-V with the def2-TZVPD basis set.

Computed properties:
HOMO level   -8.27 eV
Frontier orbital gap   0.290 Ha
Energy   -32924.7820 eV
SMILES   C/C(=N\NC(N)=O)c1ccc2ncc(Cc3ccc4c(cnn4C)c3)n2n1

Geometry as ORCA input:
```
! RIJCOSX wB97M-V def2-TZVPD def2/J DEFGRID3
* xyz 0 1
O -0.850 -2.515 6.092
N 2.592 3.338 1.201
N -2.592 -1.698 -3.581
N -0.337 -1.592 -0.808
N -1.009 -1.415 -2.016
N 1.795 3.961 0.274
N -2.333 -1.399 4.927
N -1.116 -2.456 2.593
N -0.587 -2.573 3.849
C 2.653 2.087 0.771
C 1.936 1.946 -0.472
C 0.585 3.262 -1.903
C 1.032 0.924 -2.448
C 1.367 3.134 -0.752
C -3.038 -2.431 -1.197
C -0.466 -0.916 -3.203
C -0.321 -2.310 1.527
C 0.444 2.186 -2.800
C -1.447 -1.109 -4.164
C 1.436 5.396 0.448
C 1.778 0.807 -1.282
C -0.987 -2.169 0.193
C -1.259 -2.227 4.985
C 0.896 -0.299 -3.344
C -2.283 -1.858 -2.294
C 1.181 -2.224 1.688
C -2.400 -2.620 0.006
H 2.293 -0.137 -0.978
H 0.324 5.508 0.328
H -0.159 2.239 -3.709
H -2.925 -3.093 0.820
H 3.287 1.280 1.173
H -2.886 -1.430 5.795
H 1.736 5.776 1.429
H -4.064 -2.735 -1.450
H 0.099 4.211 -2.075
H 1.081 -0.042 -4.413
H 1.466 -1.367 2.349
H 1.977 5.993 -0.288
H -1.331 -0.845 -5.213
H 1.561 -3.098 2.227
H 1.691 -2.155 0.705
H -2.788 -1.363 4.039
H 0.355 -2.927 4.020
H 1.614 -1.045 -3.046
*
```

Atom charges from the natural (NBO) analysis, given in e for atoms 1 to 4: -0.6444, -0.2115, -0.4564, -0.2209

=====

3.
A molecular structure, CHN2OS in a non-equilibrium geometry. Source: the Open Molecules 2025 dataset; level of theory: ωB97M-V with the def2-TZVPD basis set.

Computed properties:
HOMO level   -3.85 eV
Frontier orbital gap   0.281 Ha
Energy   -16913.3989 eV

Geometry as ORCA input:
```
! RIJCOSX wB97M-V def2-TZVPD def2/J DEFGRID3
* xyz -1 1
S -0.252 0.025 -1.673
O 1.122 -0.650 0.473
N -0.265 0.598 1.740
N -0.125 -1.113 -0.648
C 0.631 0.002 1.328
H -1.111 1.138 -1.220
*
```

Atom charges from the natural (NBO) analysis, given in e for atoms 1 to 4: 0.3000, -0.5439, -0.6117, -0.6449